No. 1
The following is a quantum chemistry calculation of a structure of composition C23H28CaF6N6O6S3 in a non-equilibrium geometry, from OMol25.

## Properties
Orbital gap ... 0.3274 hartree
Calculated total energy ... -112784.2686 eV
Net charge ... 0

CARTESIAN COORDINATES (ANGSTROEM)
Ca1 12.4999 11.3996 10.6764
O1 14.9214 14.7481 11.6375
C1 14.3938 13.8264 11.0671
N1 13.0511 13.5467 10.9096
C2 12.1160 14.4970 11.1817
O2 12.2786 15.6530 11.4866
C3 10.6772 14.0067 11.0152
C4 9.7133 14.9675 10.7335
C5 8.4001 14.5582 10.5733
C6 8.0927 13.2193 10.8059
C7 9.1117 12.3315 11.1018
N2 10.3951 12.7057 11.1514
C8 15.2952 12.7333 10.5036
C9 16.6043 12.6486 10.9789
C10 17.4350 11.6886 10.4334
C11 16.9595 10.8639 9.4304
C12 15.6393 10.9836 9.0483
N3 14.8163 11.8910 9.5819
H1 10.0146 15.9989 10.6520
H2 7.6307 15.2701 10.3092
H3 7.0688 12.8632 10.7560
H4 8.9122 11.2882 11.2897
H5 16.9356 13.3212 11.7558
H6 18.4372 11.5518 10.8044
H7 17.5804 10.0815 8.9967
H8 15.1683 10.3114 8.3319
F1 13.3090 7.4469 13.3508
C13 12.7566 8.2766 12.4920
F2 12.1292 9.2802 13.1737
F3 11.8155 7.6843 11.7740
S1 14.0806 9.1021 11.4841
O3 13.4903 9.2282 10.1770
O4 14.2619 10.3389 12.1909
N4 15.4465 8.3205 11.4638
S2 15.2630 6.8784 10.8075
O5 13.8799 6.4906 10.7641
O6 16.2424 6.0415 11.3955
C14 15.7255 7.0665 9.0339
F4 14.8413 7.7983 8.3545
F5 16.9327 7.6092 8.9034
F6 15.7296 5.8400 8.5267
C15 9.6202 7.1337 5.3478
C16 10.6222 6.3269 6.1669
C17 10.9496 6.8869 7.5568
C18 11.7421 8.2016 7.5422
N5 10.9673 9.4151 7.2857
C19 10.3676 10.1347 8.2339
S3 10.4417 9.6401 9.8786
N6 9.7176 11.2724 7.9245
C20 9.3263 11.7656 6.6026
C21 7.7990 11.8170 6.4563
C22 7.1161 10.4491 6.3783
C23 6.8964 9.7553 7.7235
H9 9.3577 6.6001 4.4343
H10 10.0335 8.1022 5.0273
H11 8.6978 7.3221 5.9053
H12 11.5605 6.2396 5.6071
H13 10.2349 5.3174 6.2812
H14 11.5882 6.1696 8.0893
H15 10.0425 7.0246 8.1581
H16 12.5313 8.1713 6.7865
H17 12.2061 8.3410 8.5108
H18 10.9775 9.7757 6.3468
H19 9.2307 11.7016 8.6982
H20 9.7381 11.1231 5.8282
H21 9.7556 12.7554 6.4514
H22 7.5589 12.3829 5.5455
H23 7.3917 12.4072 7.2937
H24 7.7050 9.7896 5.7061
H25 6.1456 10.5914 5.8945
H26 7.8288 9.4695 8.2143
H27 6.3155 8.8334 7.5804
H28 6.3235 10.4027 8.4006

---

No. 2
The following is a quantum chemistry calculation of a structure of composition C23H28CrN4O2PS2 in a non-equilibrium geometry, from OMol25.

## Properties
Orbital gap (alpha / beta) ... 0.2333 / 0.2387 hartree
Calculated total energy ... -93743.0703 eV
2S+1 ... 5
Net charge ... -1

CARTESIAN COORDINATES (ANGSTROEM)
Cr1 -0.5310 -0.0217 -0.3236
S1 0.4251 2.1652 -0.5798
C1 1.5299 2.0927 -1.9218
C2 2.3455 3.1918 -2.1801
C3 3.2552 3.2029 -3.2324
C4 4.0774 4.3451 -3.4503
N1 4.7457 5.2699 -3.6077
C5 3.3573 2.0679 -4.0608
C6 2.5442 0.9692 -3.8118
C7 1.6204 0.9526 -2.7631
S2 0.6171 -0.4404 -2.5343
C8 4.2840 2.0371 -5.1431
N2 5.0250 1.9910 -6.0231
H1 2.2682 4.0629 -1.5426
H2 2.6238 0.0965 -4.4456
O1 -1.5264 -1.5630 0.0598
N3 -2.6578 -1.7906 -0.5090
N4 -3.0191 -0.8200 -1.2583
O2 -2.2997 0.2598 -1.3892
C9 -4.2541 -0.8977 -1.9334
C10 -4.9680 -2.0978 -1.9943
C11 -6.1846 -2.1333 -2.6460
C12 -6.7000 -0.9908 -3.2469
C13 -5.9748 0.1906 -3.1971
C14 -4.7541 0.2447 -2.5484
H3 -4.5505 -2.9788 -1.5311
H4 -6.7392 -3.0617 -2.6959
H5 -7.6559 -1.0236 -3.7530
H6 -6.3679 1.0804 -3.6720
H7 -4.1700 1.1524 -2.5006
C15 -0.7230 1.8780 2.7724
C16 0.6519 1.2035 2.8453
C17 1.0249 0.9658 4.3088
P1 0.7508 -0.2742 1.6908
C18 2.6073 -0.3978 1.4452
C19 3.4305 -0.8661 2.6459
C20 2.9624 -1.2421 0.2185
C21 0.3408 -1.6991 2.8295
C22 0.6200 -3.0423 2.1454
C23 -1.1252 -1.6189 3.2665
H8 -0.6873 2.8488 3.2738
H9 -1.4915 1.2750 3.2607
H10 -1.0248 2.0476 1.7414
H11 1.3753 1.8948 2.4036
H12 0.2628 0.3776 4.8220
H13 1.0964 1.9308 4.8166
H14 1.9807 0.4588 4.4259
H15 2.8776 0.6375 1.2128
H16 3.1093 -1.8493 2.9930
H17 3.3918 -0.1694 3.4822
H18 4.4756 -0.9503 2.3392
H19 2.7381 -2.2990 0.3722
H20 4.0326 -1.1542 0.0115
H21 2.4207 -0.9114 -0.6644
H22 0.9778 -1.6131 3.7144
H23 0.1094 -3.0910 1.1862
H24 0.2533 -3.8633 2.7676
H25 1.6855 -3.2009 1.9802
H26 -1.7775 -1.5854 2.3953
H27 -1.3228 -0.7402 3.8806
H28 -1.3892 -2.5033 3.8524

---

No. 3
The following is a quantum chemistry calculation of a structure of composition C23H28GaIN3OS3 in a non-equilibrium geometry, from OMol25.

## Properties
Orbital gap ... 0.2847 hartree
Calculated total energy ... -123800.7880 eV
Net charge ... +1

CARTESIAN COORDINATES (ANGSTROEM)
Ga1 7.8727 7.3975 14.1282
C1 7.9812 2.4153 15.0285
N1 7.5544 3.7540 14.6799
C2 7.5415 4.6591 15.8399
C3 8.8277 5.2197 16.3042
N2 9.4742 6.2275 15.3720
C4 10.3698 5.5863 14.3825
C5 10.1343 7.3284 16.1174
C6 11.5046 7.3110 16.2987
C7 12.1354 8.3321 16.9974
C8 11.3405 9.2890 17.6082
C9 9.9538 9.2987 17.4240
C10 9.3227 8.3164 16.6804
S1 7.6282 8.3663 16.2848
C11 6.3750 3.8450 13.9066
C12 5.3329 2.9002 14.0495
C13 4.1355 3.0938 13.3733
C14 4.0119 4.1065 12.4454
C15 5.0801 5.0324 12.2215
C16 6.2318 4.8671 12.9306
S2 7.6575 5.8504 12.4740
H1 7.3760 1.9425 15.8459
H2 8.0957 1.7014 14.1776
H3 9.0120 2.5084 15.3704
H4 6.8495 5.4308 15.5391
H5 7.1140 4.0729 16.6518
H6 8.6069 5.6417 17.2624
H7 9.5479 4.4148 16.5513
H8 11.2886 5.1231 14.8588
H9 9.8040 4.7482 13.9126
H10 10.7305 6.2899 13.5986
H11 12.1452 6.5797 15.8259
H12 13.1899 8.4383 17.0578
H13 11.8157 10.1426 18.1177
H14 9.3250 10.0936 17.8484
H15 5.4334 2.1883 14.8361
H16 3.2589 2.5066 13.5627
H17 3.0919 4.2499 11.9522
H18 4.9888 5.8482 11.5666
C17 3.6513 7.3028 14.1860
S3 4.7442 8.6058 14.6085
C18 3.9955 9.8838 13.6956
O1 6.0031 8.2592 13.7836
H19 3.6438 7.2856 13.1291
H20 2.6951 7.6213 14.6698
H21 4.1562 6.4515 14.7175
H22 3.7746 9.5723 12.6868
H23 4.8449 10.5861 13.6373
H24 3.1730 10.2631 14.2463
I1 7.6161 10.4650 9.2770
C19 8.4643 10.4233 11.1824
C20 9.2665 11.4146 11.7261
C21 9.8019 11.2709 12.9865
C22 9.5347 10.1584 13.7219
N3 8.7897 9.0938 13.1906
C23 8.2323 9.2209 11.9460
H25 9.5366 12.3226 11.1472
H26 10.3999 12.0584 13.4382
H27 9.8501 10.0642 14.7814
H28 7.6572 8.4064 11.5783

---

No. 4
The following is a quantum chemistry calculation of a structure of composition C23H28MgNO in a non-equilibrium geometry, from OMol25.

## Properties
Orbital gap ... 0.2297 hartree
Calculated total energy ... -33287.4167 eV
Net charge ... -1

CARTESIAN COORDINATES (ANGSTROEM)
C1 -2.0636 2.9605 0.1990
C2 -1.3149 2.4499 -0.8882
C3 -1.4362 1.0346 -0.9015
H1 -0.7788 3.0287 -1.6319
C4 -2.2818 0.6597 0.2029
C5 -2.6700 1.8697 0.8761
H2 -2.7009 -0.3393 0.3759
C6 1.4948 3.2166 1.9921
C7 1.4184 3.5717 0.6175
C8 1.7402 2.4417 -0.1669
H3 1.1977 4.5615 0.2194
C9 2.0254 1.3653 0.7219
C10 1.8639 1.8498 2.0714
H4 -1.0655 0.3598 -1.6721
H5 -3.3534 1.9198 1.7233
H6 -2.2114 4.0066 0.4267
H7 2.0969 1.2732 2.9706
H8 1.8187 2.3804 -1.2526
H9 1.3398 3.8851 2.8356
Mg1 -0.2513 0.8471 1.4659
C11 2.3686 -0.0668 0.3695
C12 3.5871 -0.4828 1.2166
C13 2.6865 -0.2448 -1.1176
H10 4.3902 0.2512 1.0334
H11 3.9491 -1.4787 0.9332
H12 3.3511 -0.4795 2.2917
H13 3.5187 0.4185 -1.4086
H14 1.8170 -0.0214 -1.7560
H15 2.9881 -1.2876 -1.2985
C14 1.0674 -0.8572 0.7120
C15 1.1192 -2.3673 0.8985
H16 0.2968 -0.5868 -0.0423
H17 0.7725 -0.5708 1.7700
O1 1.7472 -2.7294 1.8866
N1 0.3423 -3.1675 0.0706
C16 -1.1101 -2.8862 -0.0183
H18 0.5433 -4.1526 0.2140
C17 -1.5052 -2.4625 -1.4082
C18 -2.8378 -2.1425 -1.6735
H19 -3.5752 -2.2503 -0.8772
C19 -3.2116 -1.6834 -2.9333
H20 -4.2490 -1.4102 -3.1282
C20 -2.2494 -1.5828 -3.9515
H21 -2.5406 -1.2273 -4.9503
C21 -0.9172 -1.9497 -3.7014
H22 -0.1646 -1.9007 -4.4917
C22 -0.5498 -2.3971 -2.4243
H23 0.4772 -2.7092 -2.2101
H24 -1.4098 -2.1104 0.7072
H25 -1.6727 -3.7877 0.2661
C23 -0.8959 1.2144 3.4673
H26 -0.0821 0.8785 4.1294
H27 -1.8012 0.6058 3.6058
H28 -1.1183 2.2825 3.6341

---

No. 5
The following is a quantum chemistry calculation of an isolated molecule of C23H28N2O5S, from OMol25.

## Properties
Orbital gap ... 0.3180 hartree
Calculated total energy ... -48359.4573 eV
Net charge ... 0
SMILES ... CCOc1ccc(NC(=O)CCS(=O)(=O)c2ccc3c(c2)CCCN3C(=O)CC)cc1

CARTESIAN COORDINATES (ANGSTROEM)
C1 3.2451 -3.3699 -0.0061
C2 3.8933 -2.0895 0.5159
O1 2.9781 -1.2081 1.1355
C3 2.3404 -0.2567 0.3904
C4 2.2693 -0.2358 -0.9970
C5 1.5954 0.7829 -1.6510
C6 0.9817 1.7978 -0.9306
N1 0.2885 2.8538 -1.5421
C7 -0.2573 2.8624 -2.7794
O2 -0.1456 1.9763 -3.6041
C8 -1.0891 4.1136 -3.0574
C9 -2.5267 3.9187 -2.6054
S1 -2.6442 3.8215 -0.7759
O3 -1.5409 4.5895 -0.2344
O4 -3.9673 4.2411 -0.4032
C10 -2.3882 2.1323 -0.2136
C11 -2.3482 1.9710 1.1595
C12 -2.0099 0.7450 1.6950
C13 -1.6638 -0.3192 0.8611
C14 -1.7507 -0.1631 -0.5290
C15 -2.1295 1.0680 -1.0487
C16 -1.4286 -1.2681 -1.4976
C17 -0.7528 -2.4424 -0.8026
C18 -1.4714 -2.6769 0.5232
N2 -1.2262 -1.5450 1.3971
C19 -0.3845 -1.5771 2.4868
O5 -0.1688 -0.5976 3.1633
C20 0.2630 -2.9157 2.8033
C21 1.3151 -2.7463 3.8930
C22 1.0575 1.7798 0.4616
C23 1.7223 0.7666 1.1130
H1 4.0115 -4.0189 -0.4214
H2 2.5118 -3.1568 -0.7801
H3 2.7506 -3.8928 0.8087
H4 4.4352 -1.5762 -0.2871
H5 4.6084 -2.3455 1.3043
H6 2.7391 -1.0023 -1.5939
H7 1.5469 0.7842 -2.7269
H8 -0.0133 3.5920 -0.9081
H9 -1.0710 4.2958 -4.1341
H10 -0.6682 4.9741 -2.5368
H11 -3.1444 4.7784 -2.8573
H12 -2.9815 3.0213 -3.0149
H13 -2.5774 2.8142 1.7908
H14 -1.9785 0.6179 2.7627
H15 -2.1758 1.1719 -2.1211
H16 -2.3601 -1.6043 -1.9644
H17 -0.7927 -0.8691 -2.2899
H18 0.2907 -2.1983 -0.5976
H19 -0.7890 -3.3351 -1.4274
H20 -2.5515 -2.7396 0.3481
H21 -1.1543 -3.6024 0.9955
H22 0.7384 -3.3109 1.9048
H23 -0.5090 -3.6164 3.1329
H24 2.1032 -2.0874 3.5386
H25 1.7460 -3.7097 4.1553
H26 0.8722 -2.3018 4.7796
H27 0.5884 2.5690 1.0297
H28 1.7682 0.7399 2.1892

---

No. 6
The following is a quantum chemistry calculation of a cluster of 2 separate species, C23H28N3 in total in a non-equilibrium geometry, from OMol25.

## Properties
Orbital gap ... 0.1752 hartree
Calculated total energy ... -28768.1353 eV
Net charge ... +1

CARTESIAN COORDINATES (ANGSTROEM)
C1 -3.0977 -2.1618 1.4178
N1 -2.4560 -1.9361 2.6859
C2 -3.3614 -1.7470 3.7811
C3 -2.6722 -1.8809 5.1183
C4 -1.3270 -1.1947 5.1664
N2 -0.5729 -1.3835 3.9564
C5 0.8212 -1.0488 4.0487
C6 -1.1656 -1.4664 2.7262
C7 -0.5163 -1.1204 1.5473
H1 -2.5076 -2.8611 0.8154
H2 -4.0837 -2.6072 1.5973
H3 -3.2271 -1.2342 0.8396
H4 -3.8485 -0.7609 3.7030
H5 -4.1509 -2.5025 3.6983
H6 -3.3184 -1.4604 5.8940
H7 -2.5252 -2.9445 5.3251
H8 -1.4599 -0.1183 5.3634
H9 -0.7389 -1.5994 5.9982
H10 1.3963 -1.6600 3.3465
H11 1.0198 0.0099 3.8218
H12 1.1720 -1.2678 5.0657
H13 0.4903 -0.7283 1.6068
H14 -1.1082 -1.2200 0.6501
C8 4.2958 -1.7575 -3.3858
N3 3.2642 -0.8363 -2.9609
C9 2.2427 -1.1485 -2.1273
C10 1.3561 -0.0491 -2.0252
C11 0.2335 -0.0124 -1.2013
C12 -0.6415 1.1334 -1.1239
C13 -0.1124 2.4015 -0.7752
C14 -0.8949 3.5463 -0.8164
C15 -2.2414 3.4585 -1.2099
C16 -2.8045 2.2086 -1.5135
C17 -2.0330 1.0530 -1.4159
C18 1.8946 0.9828 -2.9287
C19 1.4470 2.2045 -3.4172
C20 2.2511 2.9408 -4.3068
C21 3.4807 2.4249 -4.7542
C22 3.9183 1.1552 -4.3303
C23 3.1099 0.4686 -3.4374
H15 4.9866 -1.2217 -4.0417
H16 4.8444 -2.1607 -2.5251
H17 3.8551 -2.6025 -3.9352
H18 2.1539 -2.1077 -1.6341
H19 -0.0058 -0.9556 -0.7296
H20 0.9361 2.4522 -0.4708
H21 -0.4533 4.5123 -0.5491
H22 -2.8564 4.3574 -1.2405
H23 -3.8547 2.1389 -1.8263
H24 -2.4638 0.0658 -1.6115
H25 0.4707 2.5729 -3.1142
H26 1.9144 3.9266 -4.6470
H27 4.0869 3.0179 -5.4417
H28 4.8575 0.7240 -4.6764

---

No. 7
The following is a quantum chemistry calculation of the ion C23H28N3O3 with charge +1, from OMol25.

## Properties
Orbital gap ... 0.3087 hartree
Calculated total energy ... -34915.1390 eV
Net charge ... +1
SMILES ... CC[NH+](CC)CCNC(=O)c1c(O)c2ccccc2n(Cc2ccccc2)c1=O

CARTESIAN COORDINATES (ANGSTROEM)
C1 5.5335 0.6424 -3.2861
C2 4.9917 -0.7494 -3.5648
N1 3.9881 -1.1959 -2.5694
C3 3.3264 -2.4472 -3.0171
C4 2.0014 -2.6924 -2.3136
C5 4.5437 -1.3195 -1.1962
C6 4.1664 -0.1250 -0.3126
N2 2.7535 -0.0558 -0.0104
C7 1.8438 0.4124 -0.8658
O1 2.1370 0.5605 -2.0896
C8 0.5099 0.7115 -0.3629
C9 -0.4530 1.2252 -1.2258
O2 -0.2291 1.4443 -2.5071
C10 -1.7546 1.5429 -0.7226
C11 -2.7402 2.0678 -1.5739
C12 -3.9843 2.3775 -1.0882
C13 -4.2643 2.1664 0.2613
C14 -3.3136 1.6533 1.1146
C15 -2.0352 1.3296 0.6427
N3 -1.0625 0.8204 1.4695
C16 -1.3617 0.5849 2.8765
C17 -2.4007 -0.4878 3.0882
C18 -3.2686 -0.4041 4.1696
C19 -4.2093 -1.3939 4.3909
C20 -4.2962 -2.4742 3.5293
C21 -3.4329 -2.5643 2.4513
C22 -2.4870 -1.5783 2.2336
C23 0.1986 0.4939 1.0393
O3 1.0166 0.0310 1.8431
H1 4.7202 1.3580 -3.1928
H2 6.1528 0.9500 -4.1241
H3 6.1510 0.6742 -2.3930
H4 4.5021 -0.7420 -4.5405
H5 5.8044 -1.4806 -3.5944
H6 3.2252 -0.4130 -2.4930
H7 4.0143 -3.2812 -2.8542
H8 3.1403 -2.3656 -4.0893
H9 2.1089 -2.7625 -1.2343
H10 1.5815 -3.6292 -2.6683
H11 1.2943 -1.8997 -2.5432
H12 5.6303 -1.4038 -1.2517
H13 4.1576 -2.2298 -0.7357
H14 4.4753 0.8079 -0.7952
H15 4.6985 -0.2158 0.6347
H16 2.4047 -0.1513 0.9582
H17 0.7113 1.2110 -2.7100
H18 -2.4885 2.2193 -2.6113
H19 -4.7413 2.7810 -1.7411
H20 -5.2422 2.4080 0.6481
H21 -3.5732 1.4938 2.1464
H22 -1.6708 1.5249 3.3416
H23 -0.4198 0.2695 3.3382
H24 -3.2036 0.4378 4.8441
H25 -4.8769 -1.3192 5.2355
H26 -5.0327 -3.2443 3.6988
H27 -3.4934 -3.4064 1.7784
H28 -1.8106 -1.6601 1.3941

---

No. 8
The following is a quantum chemistry calculation of a structure of composition C23H28N3O4Y in a non-equilibrium geometry, from OMol25.

## Properties
Orbital gap (alpha / beta) ... 0.1190 / 0.1617 hartree
Calculated total energy ... -37983.0745 eV
Net charge ... +2

CARTESIAN COORDINATES (ANGSTROEM)
Y1 1.1568 -0.2376 0.0881
C1 -1.9555 4.8877 -0.4656
C2 -2.9344 3.9405 -0.1868
O1 1.9154 1.9863 0.3819
C3 1.1884 3.0913 0.7878
C4 1.3708 4.1853 1.6371
O2 2.7826 -0.8088 -1.2967
C5 2.3920 -1.1964 -2.5191
C6 1.0687 -0.4385 -3.0737
O3 0.3991 0.1657 -1.9190
C7 -0.7366 1.1115 -1.9779
C8 -1.5862 0.8793 -0.6935
O4 -0.9590 0.5603 0.5233
H1 -1.9663 5.8118 0.1741
H2 -1.2108 4.9544 -1.3428
H3 -3.6587 3.5982 -0.9498
H4 -2.7583 3.4368 0.7122
H5 0.0322 3.1345 0.5469
H6 1.4641 1.1551 -6.4612
H7 0.4642 4.8051 1.7686
H8 2.1662 4.6003 2.2533
H9 2.4193 -2.3145 -2.5462
H10 3.2565 -0.6850 -3.0671
H11 0.4178 -1.0145 -3.6954
H12 1.4103 0.4286 -3.6292
H13 -1.1850 0.8763 -2.9446
H14 -0.4783 2.2099 -2.0464
H15 -2.3363 0.0845 -0.9264
H16 -2.0538 1.8642 -0.5037
C9 1.4849 1.5378 4.5166
C10 0.1054 1.3306 4.3118
C11 -0.2525 0.4013 3.3858
C12 0.8460 -0.3905 2.8400
N1 2.1432 0.1156 2.6473
C13 2.5549 0.9994 3.6445
C14 0.7037 -1.8211 2.4102
C15 0.2016 -2.6045 3.3769
C16 -0.6045 -3.6631 3.0762
C17 -0.6782 -4.1398 1.7507
C18 -0.1049 -3.3552 0.7552
N2 0.8373 -2.4070 1.1627
C19 -0.5216 -3.2989 -0.6091
C20 -0.3126 -4.3019 -1.5527
C21 -0.5250 -3.9580 -2.8117
C22 -1.4628 -2.8982 -3.1435
C23 -1.8674 -2.0957 -2.1461
N3 -1.1093 -2.1087 -0.9726
H17 1.9525 2.1234 5.2686
H18 -0.5821 2.0912 4.6762
H19 -1.3492 0.4055 3.2638
H20 3.4681 1.6168 3.6158
H21 0.3777 -2.1855 4.3444
H22 -1.1271 -4.2095 3.8822
H23 -1.5129 -4.8026 1.4787
H24 -0.0109 -5.2889 -1.2691
H25 -0.3597 -4.5838 -3.7005
H26 -1.6719 -2.7973 -4.2423
H27 -2.5617 -1.3326 -2.1841
H28 1.8538 0.5485 -6.4041